No. 1
A 6-piece molecular cluster, C30H71ClN5O9 overall, computed with the ωB97M-V functional and the def2-TZVPD basis.

Geometry as XYZ:
```
116
Properties=species:S:1:pos:R:3
Cl 0.814 -0.695 -0.256
O 1.171 -0.198 -1.590
O 0.133 -1.950 -0.413
O 2.046 -0.939 0.399
O -0.082 0.187 0.437
C 3.889 -3.684 -2.362
C 3.797 -4.124 -0.935
C 4.467 -3.150 0.067
O 4.109 -3.515 1.409
C 4.903 -2.690 2.277
N 2.379 -4.184 -0.481
H 3.329 -4.366 -3.001
H 4.883 -3.857 -2.775
H 3.583 -2.640 -2.428
H 4.179 -5.145 -0.934
H 4.417 -2.094 -0.198
H 5.475 -3.404 -0.263
H 4.539 -2.882 3.286
H 4.957 -1.640 1.991
H 5.911 -3.103 2.323
H 2.145 -3.205 -0.573
H 1.997 -4.487 -1.366
C -0.317 -1.580 -5.441
C -0.492 -2.719 -4.445
C -0.756 -4.093 -5.035
O -1.250 -5.073 -4.089
C -2.508 -4.702 -3.516
N 0.589 -2.790 -3.479
H -0.039 -0.624 -4.998
H -1.230 -1.385 -6.003
H 0.429 -1.850 -6.188
H -1.366 -2.439 -3.856
H 0.168 -4.438 -5.499
H -1.387 -3.945 -5.911
H -2.831 -5.511 -2.861
H -3.209 -4.581 -4.342
H -2.573 -3.728 -3.030
H 0.838 -1.907 -3.056
H 0.249 -3.252 -2.647
C -0.779 -2.440 3.810
C -0.015 -3.526 3.114
C -0.898 -4.271 2.036
O -0.068 -4.903 0.997
C -0.948 -5.445 -0.016
N 1.264 -3.179 2.617
H -0.242 -1.694 4.396
H -1.464 -2.967 4.474
H -1.287 -1.786 3.102
H 0.083 -4.259 3.915
H -1.438 -3.471 1.529
H -1.559 -4.957 2.566
H -1.509 -4.607 -0.429
H -1.627 -6.172 0.432
H -0.437 -5.976 -0.819
H 1.785 -2.585 3.246
H 0.881 -2.398 2.103
C -3.782 -0.318 2.021
C -4.410 1.031 2.294
C -5.231 0.972 3.635
C -4.418 1.081 4.912
C -3.476 2.277 4.849
C -2.591 2.307 3.627
N -3.379 2.058 2.399
O -2.600 2.052 1.278
C -2.008 3.704 3.592
C -1.471 1.179 3.875
C -5.427 1.379 1.210
H -3.077 -0.726 2.745
H -3.235 -0.305 1.079
H -4.574 -1.046 1.849
H -5.893 1.837 3.595
H -5.815 0.061 3.764
H -3.973 0.150 5.265
H -5.133 1.276 5.711
H -2.882 2.172 5.756
H -3.944 3.244 5.038
H -1.074 3.673 4.153
H -1.657 3.911 2.581
H -2.727 4.514 3.716
H -1.893 0.197 4.083
H -0.773 1.149 3.038
H -0.763 1.412 4.671
H -6.270 0.710 1.382
H -4.886 1.305 0.266
H -5.862 2.376 1.282
H -1.992 1.318 1.390
C 2.911 4.704 -3.732
C 2.936 4.010 -2.368
C 3.586 5.070 -1.321
C 2.731 6.218 -0.845
C 1.351 5.592 -0.298
C 0.657 4.620 -1.250
N 1.619 3.652 -1.773
O 1.008 2.793 -2.678
C -0.397 3.841 -0.354
C -0.079 5.497 -2.294
C 3.886 2.763 -2.379
H 2.824 5.778 -3.564
H 2.131 4.366 -4.414
H 3.761 4.435 -4.360
H 3.905 4.629 -0.377
H 4.368 5.688 -1.763
H 2.515 6.917 -1.653
H 3.404 6.704 -0.139
H 0.755 6.317 0.256
H 1.679 4.992 0.552
H -0.060 3.615 0.657
H -1.325 4.353 -0.100
H -0.741 2.949 -0.877
H -1.026 5.851 -1.886
H 0.457 6.388 -2.619
H -0.265 4.951 -3.220
H 3.478 1.928 -2.948
H 4.134 2.456 -1.363
H 4.722 3.016 -3.030
H 1.194 1.976 -2.208
```

Results
HOMO   -0.219 hartree
Total charge   -1

***

No. 2
A 7-piece molecular cluster, C30H71FN3O6 overall, computed with the ωB97M-V functional and the def2-TZVPD basis.

Geometry as XYZ:
```
111
Properties=species:S:1:pos:R:3
N 0.823 -3.620 5.695
C -0.182 -2.620 5.584
C -1.133 -2.571 4.505
N -1.917 -1.452 4.845
C -3.033 -1.191 3.900
C -4.142 -2.306 4.170
C -5.508 -1.704 4.610
F -5.361 -1.333 5.985
C -1.549 -0.825 5.970
N -0.476 -1.555 6.404
H 0.541 -4.385 6.318
H 0.860 -4.064 4.771
H -1.281 -3.206 3.616
H -3.429 -0.166 4.108
H -2.683 -1.203 2.841
H -3.789 -2.937 5.028
H -4.214 -2.992 3.294
H -5.812 -0.784 4.066
H -6.296 -2.500 4.591
H -2.036 0.067 6.398
H 0.002 -1.320 7.273
C 1.133 -3.531 -1.198
C -0.022 -3.611 -0.218
O 0.206 -2.893 0.992
C 0.430 -1.495 0.858
C -0.729 -0.751 0.218
H 2.051 -3.899 -0.737
H 0.920 -4.132 -2.084
H 1.320 -2.509 -1.526
H -0.174 -4.653 0.069
H -0.958 -3.281 -0.683
H 1.364 -1.311 0.318
H 0.580 -1.110 1.870
H -0.916 -1.088 -0.802
H -0.519 0.320 0.182
H -1.648 -0.909 0.788
C 6.183 -2.733 -1.784
C 5.368 -2.940 -3.049
O 4.021 -2.505 -2.936
C 3.829 -1.128 -2.645
C 4.414 -0.197 -3.692
H 5.716 -3.247 -0.940
H 7.193 -3.124 -1.917
H 6.265 -1.678 -1.519
H 5.326 -4.007 -3.273
H 5.848 -2.463 -3.909
H 4.216 -0.894 -1.647
H 2.748 -0.971 -2.599
H 5.497 -0.303 -3.772
H 4.199 0.843 -3.440
H 3.991 -0.414 -4.675
C 5.134 5.711 -5.117
C 5.265 4.204 -5.249
O 4.146 3.488 -4.748
C 2.898 3.762 -5.366
C 2.871 3.458 -6.853
H 4.975 5.991 -4.073
H 6.039 6.204 -5.478
H 4.291 6.099 -5.691
H 6.127 3.871 -4.667
H 5.465 3.916 -6.287
H 2.597 4.797 -5.170
H 2.163 3.128 -4.863
H 3.581 4.074 -7.408
H 1.877 3.645 -7.263
H 3.134 2.413 -7.035
C 2.764 -2.133 8.198
C 3.226 -0.730 8.546
O 2.546 -0.168 9.656
C 2.669 -0.867 10.888
C 4.100 -0.992 11.379
H 1.690 -2.143 7.998
H 3.288 -2.497 7.312
H 2.951 -2.839 9.008
H 3.026 -0.069 7.699
H 4.308 -0.700 8.708
H 2.190 -1.849 10.816
H 2.093 -0.298 11.621
H 4.721 -1.565 10.688
H 4.127 -1.496 12.347
H 4.555 -0.005 11.486
C 0.613 2.895 -12.085
C 0.279 3.377 -10.685
O 1.399 3.882 -9.973
C 2.059 4.997 -10.552
C 1.170 6.217 -10.717
H 1.386 2.124 -12.050
H -0.275 2.480 -12.566
H 0.987 3.703 -12.717
H -0.099 2.535 -10.101
H -0.524 4.123 -10.706
H 2.520 4.713 -11.503
H 2.881 5.249 -9.877
H 0.335 6.024 -11.394
H 1.743 7.052 -11.123
H 0.748 6.516 -9.755
C -11.211 -0.692 1.486
C -10.038 -1.497 2.016
O -8.945 -0.698 2.448
C -9.215 0.217 3.500
C -9.692 -0.448 4.779
H -10.893 -0.053 0.659
H -11.999 -1.358 1.131
H -11.641 -0.044 2.252
H -9.654 -2.133 1.216
H -10.355 -2.171 2.820
H -9.922 0.982 3.166
H -8.275 0.737 3.703
H -10.638 -0.974 4.636
H -9.840 0.297 5.563
H -8.960 -1.182 5.125
```

Results
HOMO   -0.393 hartree
Total charge   +1

***

No. 3
A 6-piece molecular cluster, C30H73FN6O3 overall, computed with the ωB97M-V functional and the def2-TZVPD basis.

Geometry as XYZ:
```
113
Properties=species:S:1:pos:R:3
F 0.141 -0.350 2.025
C -6.451 -0.656 3.119
C -7.194 -1.700 2.246
N -8.492 -1.256 1.641
C -8.937 -1.794 0.507
C -10.167 -1.167 0.071
N -10.286 -0.088 0.947
C -9.285 -0.205 1.921
C -11.483 0.645 1.187
H -5.718 -1.141 3.764
H -7.142 -0.272 3.869
H -5.904 0.048 2.491
H -7.507 -2.358 3.057
H -6.553 -2.178 1.504
H -8.468 -2.643 0.034
H -10.893 -1.396 -0.694
H -9.231 0.409 2.808
H -11.639 1.419 0.436
H -11.236 1.127 2.133
H -12.316 -0.058 1.179
C 2.440 0.584 -8.795
C 0.993 0.054 -8.764
C 0.379 -0.281 -7.461
C 0.254 0.930 -6.417
N -0.644 0.701 -5.135
C -2.066 0.295 -5.507
C -2.900 0.754 -4.261
C -2.118 1.797 -3.518
C -0.803 1.987 -4.306
C 0.101 -0.325 -4.268
H 3.161 -0.155 -8.444
H 2.340 1.436 -8.122
H 2.918 0.975 -9.693
H 0.907 -0.885 -9.311
H 0.260 0.722 -9.215
H 0.741 -1.215 -7.032
H -0.671 -0.546 -7.588
H -0.110 1.857 -6.860
H 1.185 1.208 -5.921
H -1.909 -0.763 -5.718
H -2.277 0.898 -6.391
H -3.073 -0.169 -3.707
H -3.903 1.102 -4.505
H -1.921 1.423 -2.513
H -2.622 2.762 -3.469
H 0.048 2.184 -3.654
H -0.854 2.734 -5.098
H 0.219 -1.243 -4.844
H -0.531 -0.629 -3.433
H 1.123 -0.118 -3.948
C -2.326 7.135 6.428
N -3.433 6.105 6.231
C -4.449 6.212 7.399
C -4.262 6.228 4.908
C -2.835 4.705 6.468
C -1.667 4.384 5.533
O -1.991 4.445 4.252
H -1.596 7.245 5.626
H -1.869 7.034 7.413
H -2.788 8.119 6.504
H -5.303 5.584 7.146
H -4.797 7.241 7.307
H -4.102 5.870 8.374
H -4.710 5.311 4.528
H -3.666 6.673 4.110
H -5.028 6.993 5.034
H -3.628 3.962 6.382
H -2.542 4.807 7.513
H -1.502 3.310 5.616
H -0.750 4.888 5.838
H -1.514 3.703 3.875
C 3.706 -7.921 3.003
N 4.206 -6.830 2.118
C 4.838 -5.754 2.987
C 5.400 -7.381 1.333
C 3.209 -6.177 1.113
C 1.735 -6.221 1.431
O 1.453 -5.579 2.712
H 3.376 -8.736 2.359
H 2.876 -7.467 3.545
H 4.440 -8.195 3.761
H 5.107 -4.938 2.315
H 5.697 -6.063 3.582
H 4.007 -5.314 3.539
H 5.050 -7.855 0.416
H 6.168 -8.025 1.762
H 5.871 -6.509 0.879
H 3.317 -6.820 0.239
H 3.629 -5.240 0.748
H 1.457 -7.275 1.438
H 1.052 -5.876 0.655
H 1.548 -4.637 2.551
C 8.903 0.166 -2.817
N 8.384 0.614 -1.431
C 8.753 -0.466 -0.378
C 8.970 1.971 -1.032
C 6.786 0.705 -1.694
C 6.064 1.266 -0.524
O 5.712 0.281 0.342
H 8.570 0.837 -3.609
H 8.701 -0.890 -3.001
H 9.986 0.148 -2.692
H 9.834 -0.568 -0.280
H 8.403 -1.462 -0.647
H 8.536 -0.066 0.613
H 8.367 2.749 -1.501
H 9.906 2.090 -1.578
H 9.165 2.010 0.039
H 6.433 -0.314 -1.854
H 6.646 1.251 -2.627
H 5.213 1.828 -0.909
H 6.612 2.124 -0.136
H 4.767 0.122 0.400
```

Results
HOMO   -0.445 hartree
Total charge   +4

***

No. 4
A 7-piece molecular cluster, C30H73N7O4 overall, computed with the ωB97M-V functional and the def2-TZVPD basis.

Geometry as XYZ:
```
114
Properties=species:S:1:pos:R:3
C 1.343 -7.705 3.977
C 0.336 -7.035 4.928
N 0.232 -5.500 4.769
C -1.034 -5.018 5.301
C -2.178 -5.419 4.358
C 1.402 -4.903 5.279
C 1.744 -3.637 4.532
H 1.290 -7.353 2.947
H 1.276 -8.777 3.788
H 2.345 -7.529 4.368
H -0.661 -7.467 4.841
H 0.599 -7.317 5.948
H -1.276 -5.323 6.319
H -1.051 -3.929 5.285
H -3.039 -4.779 4.552
H -1.809 -5.263 3.344
H -2.495 -6.450 4.516
H 2.294 -5.482 5.521
H 1.311 -4.531 6.300
H 1.737 -3.847 3.462
H 2.697 -3.169 4.777
H 0.951 -2.909 4.702
C -2.531 6.322 3.599
C -2.417 5.898 2.191
N -1.136 5.219 1.875
C -1.110 3.912 2.595
C -2.162 2.881 2.198
C -0.919 4.994 0.464
C 0.538 4.655 0.151
H -3.416 6.948 3.713
H -1.668 6.946 3.827
H -2.647 5.541 4.350
H -3.352 5.429 1.883
H -2.498 6.762 1.532
H -0.166 3.454 2.303
H -1.053 3.971 3.682
H -2.006 2.438 1.214
H -2.067 1.955 2.764
H -3.182 3.217 2.383
H -1.139 5.943 -0.024
H -1.535 4.283 -0.086
H 0.935 5.004 -0.803
H 0.777 3.599 0.273
H 1.219 5.079 0.889
C -1.303 0.759 -3.584
C -2.249 1.811 -4.370
N -1.436 2.697 -5.242
C -0.856 3.829 -4.503
C 0.634 3.957 -4.801
C -2.177 3.124 -6.502
C -2.099 1.939 -7.508
H -1.859 0.332 -2.749
H -0.399 1.275 -3.260
H -0.998 -0.164 -4.077
H -2.954 1.272 -5.003
H -2.869 2.410 -3.703
H -1.354 4.749 -4.808
H -0.975 3.731 -3.424
H 0.682 3.739 -5.868
H 1.052 4.945 -4.610
H 1.273 3.167 -4.406
H -1.664 3.942 -7.007
H -3.220 3.394 -6.337
H -1.047 1.674 -7.606
H -2.576 2.300 -8.419
H -2.658 1.063 -7.175
C 2.816 1.669 -0.432
N 2.786 2.290 0.913
C 3.621 3.218 1.386
C 3.313 3.942 2.692
O 4.558 3.649 0.755
H 3.186 0.646 -0.360
H 3.379 2.333 -1.088
H 1.863 1.681 -0.960
H 2.082 1.951 1.553
H 2.694 4.823 2.525
H 4.241 4.183 3.212
H 2.596 3.367 3.277
C 1.915 -1.540 1.014
N 0.592 -1.424 0.580
C -0.150 -0.357 0.800
C -1.647 -0.467 0.336
O 0.244 0.720 1.367
H 1.947 -2.476 1.572
H 2.078 -0.875 1.862
H 2.729 -1.518 0.289
H 0.346 -1.972 -0.232
H -1.920 -1.499 0.114
H -1.928 0.227 -0.455
H -2.206 -0.190 1.229
C -0.567 -4.658 0.677
N -1.684 -4.685 -0.236
C -1.818 -3.879 -1.309
C -3.003 -4.101 -2.238
O -1.091 -2.914 -1.483
H 0.226 -4.161 0.118
H -0.337 -5.671 1.008
H -0.933 -4.066 1.516
H -2.266 -5.509 -0.211
H -3.439 -5.020 -1.848
H -2.735 -4.316 -3.273
H -3.637 -3.216 -2.298
C 2.921 -2.307 -2.660
N 2.693 -0.861 -2.988
C 3.408 -0.342 -3.994
C 3.202 1.139 -4.350
O 4.317 -0.954 -4.483
H 2.879 -2.474 -1.584
H 3.744 -2.793 -3.184
H 2.034 -2.804 -3.053
H 2.008 -0.412 -2.397
H 2.661 1.320 -5.280
H 4.205 1.494 -4.583
H 2.651 1.754 -3.639
```

Results
HOMO   -0.308 hartree
Total charge   0
SMILES string   CCN(CC)CC.CCN(CC)CC.CCN(CC)CC.CNC(C)=O.CNC(C)=O.CNC(C)=O.CNC(C)=O

***

One value per record, in order, for strongest force on any atom: 3.23; 4.25; 4.69; 4.50 eV Å⁻¹.
One value per record, in order, for gap between HOMO and LUMO: 8.5; 8.1; 5.6; 8.6 eV.